(1)
{"formula": "C8H15N4O3", "method": "the ωB97M-V functional and the def2-TZVPD basis", "homo_energy_ev": -13.58, "lumo_ev": -4.076, "spin_multiplicity": 1, "charge": 1, "de_lowest_ev": 0.000, "fmax_ev_per_a": 5.734, "smiles": "CNC(=O)O/N=[N+]1/CC(OC)=NC1(C)C", "orbital_gap_ev": 9.51, "species": ["O", "O", "O", "N", "N", "N", "N", "C", "C", "C", "C", "C", "C", "C", "C", "H", "H", "H", "H", "H", "H", "H", "H", "H", "H", "H", "H", "H", "H", "H"], "positions_angstrom": [[-1.743, 0.409, 0.081], [3.819, 1.600, 0.141], [-3.255, 2.346, -0.198], [-3.976, 0.143, 0.066], [0.338, 0.963, 0.007], [2.403, -0.177, 0.005], [-0.828, 1.267, 0.004], [4.948, 0.808, 0.180], [0.488, -1.353, 1.011], [-5.463, 0.382, 0.227], [1.003, -0.430, -0.091], [2.608, 1.096, 0.024], [1.358, 1.916, -0.013], [-3.134, 1.187, -0.062], [0.581, -1.017, -1.444], [1.331, -1.908, 1.352], [1.298, -1.835, -1.702], [-5.609, 1.005, 1.091], [-3.673, -0.759, 0.106], [1.394, 2.676, 0.847], [-0.341, -2.142, 0.773], [-5.900, -0.617, 0.293], [0.213, -0.832, 1.938], [5.411, 0.374, -0.728], [-5.853, 0.961, -0.655], [-0.461, -1.447, -1.493], [4.758, -0.088, 0.949], [5.643, 1.491, 0.559], [1.299, 2.566, -1.009], [0.725, -0.157, -2.189]], "lowdin_charge": [0.05, -0.02, 0.21, 0.06, -0.02, 0.20, 0.10, -0.07, -0.02, 0.01, -0.50, -0.33, -0.01, -0.39, -0.01, 0.07, 0.11, 0.09, 0.10, 0.18, 0.13, 0.10, 0.09, 0.11, 0.11, 0.10, 0.15, 0.07, 0.20, 0.12]}

(2)
{"formula": "C2H3NO2S", "method": "the ωB97M-V functional and the def2-TZVPD basis", "homo_energy_ev": -10.27, "lumo_ev": 0.283, "spin_multiplicity": 1, "charge": 0, "de_lowest_ev": 1.482, "fmax_ev_per_a": 2.686, "smiles": "O=CN(S)C=O", "orbital_gap_ev": 10.56, "species": ["S", "O", "O", "N", "C", "C", "H", "H", "H"], "positions_angstrom": [[-0.252, 0.591, 1.701], [-1.326, -0.965, -1.575], [1.457, 0.059, -1.678], [-0.058, 0.028, 0.059], [-1.200, -0.435, -0.513], [1.163, 0.395, -0.557], [1.797, 0.951, 0.198], [-2.076, -0.287, 0.146], [0.494, -0.337, 2.218]], "lowdin_charge": [0.86, 0.09, 0.09, -0.39, -0.41, -0.33, 0.12, 0.11, -0.14]}

(3)
{"formula": "C6H10N3O3S", "method": "the ωB97M-V functional and the def2-TZVPD basis", "homo_energy_ev": [-10.32, -13.09], "lumo_ev": [-2.901, -6.991], "spin_multiplicity": 3, "charge": 1, "de_lowest_ev": 0.000, "fmax_ev_per_a": 3.460, "s_squared": 2.01, "orbital_gap_ev": [7.42, 6.10], "species": ["S", "O", "O", "O", "N", "N", "N", "C", "C", "C", "C", "C", "C", "H", "H", "H", "H", "H", "H", "H", "H", "H", "H"], "positions_angstrom": [[1.655, -1.333, -1.599], [0.276, -1.449, 1.967], [1.639, -0.106, -2.642], [2.701, -2.248, -1.896], [-3.174, 1.620, 1.605], [-1.649, -0.146, 2.072], [-1.033, 1.495, 0.676], [0.135, -2.046, -1.678], [-0.348, -0.471, 1.648], [-2.015, 1.012, 1.471], [-0.016, 0.667, 0.748], [1.273, 0.895, 0.073], [2.139, -0.327, -0.138], [-3.321, 2.486, 1.108], [-2.186, -0.713, 2.710], [3.163, -0.052, -0.374], [-0.698, -1.428, -1.424], [-3.899, 1.272, 2.215], [1.834, 1.595, 0.709], [2.127, -1.014, 0.706], [0.111, -3.101, -1.504], [1.104, 1.428, -0.868], [1.746, -0.384, -3.557]], "mulliken_spin": [0.06, 0.21, 0.02, 0.02, 0.12, -0.03, 0.05, 0.76, 0.06, 0.15, 0.40, 0.00, 0.05, 0.00, 0.00, 0.01, 0.05, 0.00, 0.03, 0.00, 0.03, 0.01, 0.00]}

(4)
{"formula": "C21H24N4O3S", "method": "the ωB97M-V functional and the def2-TZVPD basis", "homo_energy_ev": -7.24, "lumo_ev": 0.180, "spin_multiplicity": 1, "charge": 0, "de_lowest_ev": 0.900, "fmax_ev_per_a": 1.312, "smiles": "CNC(=O)c1ccc(-c2sc3nc(N4CCOCC4)c4c(c3c2N)CCCC4)o1", "orbital_gap_ev": 7.42, "species": ["S", "O", "O", "O", "N", "N", "N", "N", "C", "C", "C", "C", "C", "C", "C", "C", "C", "C", "C", "C", "C", "C", "C", "C", "C", "C", "C", "C", "C", "H", "H", "H", "H", "H", "H", "H", "H", "H", "H", "H", "H", "H", "H", "H", "H", "H", "H", "H", "H", "H", "H", "H", "H"], "positions_angstrom": [[-0.686, 1.793, -0.684], [-7.496, -0.024, 0.954], [6.525, 2.094, -1.973], [-3.957, -0.192, 0.500], [4.192, 0.904, -0.901], [1.918, 1.220, -0.774], [-1.582, -1.656, 1.028], [-6.080, -1.792, 1.067], [1.303, -2.574, 1.169], [-3.810, 1.941, -0.163], [-5.216, 0.338, 0.485], [1.526, -1.265, 0.460], [-3.103, 0.788, 0.108], [2.792, -0.848, 0.082], [-7.091, -2.762, 1.395], [6.426, 0.700, -1.815], [-0.978, -0.545, 0.467], [4.013, -1.661, 0.420], [-1.697, 0.549, 0.032], [-6.373, -0.483, 0.849], [2.941, 0.408, -0.560], [-5.160, 1.650, 0.084], [3.753, -2.616, 1.578], [0.720, 0.818, -0.409], [4.973, 0.232, -1.927], [0.427, -0.413, 0.207], [5.731, 2.763, -1.019], [2.540, -3.464, 1.227], [4.264, 2.343, -1.107], [3.680, 2.839, -0.333], [6.828, 0.404, -0.833], [0.992, -2.349, 2.196], [5.839, 3.828, -1.226], [0.488, -3.108, 0.675], [4.315, -2.259, -0.446], [-8.031, -2.222, 1.499], [-6.855, -3.264, 2.336], [4.918, -0.847, -1.813], [-2.553, -1.500, 1.254], [4.630, -3.244, 1.744], [3.854, 2.624, -2.087], [-6.002, 2.304, -0.016], [-1.069, -2.100, 1.772], [-5.143, -2.118, 0.893], [-3.390, 2.869, -0.492], [2.702, -3.939, 0.257], [4.591, 0.499, -2.925], [6.109, 2.547, -0.007], [3.559, -2.053, 2.493], [2.386, -4.253, 1.965], [4.832, -0.977, 0.656], [7.035, 0.257, -2.604], [-7.190, -3.510, 0.605]], "lowdin_charge": [1.10, 0.07, -0.13, 0.06, -0.09, 0.12, 0.14, 0.02, -0.14, -0.02, -0.17, -0.08, -0.27, -0.07, -0.07, -0.19, -0.27, -0.15, -0.39, -0.45, -0.24, 0.03, -0.19, -0.52, -0.13, -0.12, -0.19, -0.19, -0.15, 0.12, 0.13, 0.13, 0.13, 0.12, 0.11, 0.08, 0.08, 0.11, 0.08, 0.11, 0.13, 0.12, 0.08, 0.13, 0.10, 0.12, 0.14, 0.13, 0.12, 0.11, 0.12, 0.13, 0.08]}

(5)
{"formula": "C5H10S3", "method": "the ωB97M-V functional and the def2-TZVPD basis", "homo_energy_ev": -8.61, "lumo_ev": 0.397, "spin_multiplicity": 1, "charge": 0, "de_lowest_ev": 6.399, "fmax_ev_per_a": 5.042, "orbital_gap_ev": 9.01, "species": ["S", "S", "S", "C", "C", "C", "C", "C", "H", "H", "H", "H", "H", "H", "H", "H", "H", "H"], "positions_angstrom": [[2.400, -1.418, -0.674], [0.841, 1.850, -0.635], [-2.303, -0.913, -0.933], [-0.915, -0.025, 1.273], [0.621, -0.265, 1.174], [0.108, 0.112, -1.053], [-1.143, 0.261, -0.358], [0.828, -1.029, -0.240], [3.038, -0.240, -0.111], [-1.593, -0.947, 1.663], [0.149, -1.879, -0.625], [1.366, -0.852, 2.277], [-1.192, 0.946, 2.005], [1.705, 2.261, -1.880], [-0.066, 0.064, -2.078], [-1.772, 1.154, -0.744], [-3.272, -0.200, -0.257], [1.201, 1.120, 1.195]], "lowdin_charge": [0.75, 0.67, 0.76, -0.24, -0.32, -0.65, -0.85, -0.84, -0.05, 0.12, 0.11, 0.20, 0.15, -0.02, 0.08, 0.10, -0.07, 0.11]}

(6)
{"formula": "C22H14BrF6MoN5O6S2", "method": "the ωB97M-V functional and the def2-TZVPD basis", "homo_energy_ev": [-10.51, -10.66], "lumo_ev": [-3.745, -4.201], "spin_multiplicity": 4, "charge": 1, "de_lowest_ev": 0.426, "fmax_ev_per_a": 1.358, "s_squared": 3.77, "orbital_gap_ev": [6.76, 6.46], "species": ["Mo", "Br", "S", "S", "F", "F", "F", "F", "F", "F", "O", "O", "O", "O", "O", "O", "N", "N", "N", "N", "N", "C", "C", "C", "C", "C", "C", "C", "C", "C", "C", "C", "C", "C", "C", "C", "C", "C", "C", "C", "C", "C", "C", "H", "H", "H", "H", "H", "H", "H", "H", "H", "H", "H", "H", "H", "H"], "positions_angstrom": [[0.483, -2.507, 0.440], [1.915, 6.132, -0.558], [-0.468, -3.058, 3.365], [-1.369, -4.783, 1.487], [1.172, -4.841, 0.951], [1.171, -4.150, 5.093], [-0.795, -3.665, 5.864], [-0.094, -5.521, -0.677], [0.254, -6.829, 1.009], [0.631, -2.084, 5.458], [-2.471, -5.660, 1.426], [-1.568, -2.151, 3.432], [2.436, -1.798, 0.416], [0.724, -2.540, 2.625], [-1.440, -3.510, 0.719], [0.306, -2.490, -1.550], [-0.524, -0.698, 0.125], [-2.565, 3.020, -3.239], [-0.796, -4.530, 2.928], [-2.509, 1.845, -3.629], [2.529, -0.469, 0.614], [-1.029, 0.096, 1.054], [-1.712, 0.833, -3.029], [0.185, -3.274, 5.078], [-0.793, 5.451, -1.111], [-0.526, -1.269, -3.440], [2.671, -0.004, 1.864], [2.474, 0.341, -0.453], [-0.771, -0.441, -1.203], [2.609, 2.226, 1.008], [-1.789, 4.721, -1.737], [0.532, 5.150, -1.388], [-1.466, 3.659, -2.576], [-0.295, -1.439, -2.096], [-1.847, 1.179, 0.718], [0.862, 4.150, -2.291], [-1.262, -0.154, -3.876], [0.057, -5.600, 0.628], [-2.097, 1.456, -0.601], [-0.135, 3.383, -2.868], [2.705, 1.357, 2.084], [2.510, 1.705, -0.274], [-1.509, 0.678, -1.624], [2.398, -0.163, -1.406], [2.464, 2.341, -1.143], [2.814, 1.717, 3.097], [-1.043, 6.262, -0.441], [2.619, 3.297, 1.161], [1.899, 3.997, -2.558], [0.119, 2.623, -3.596], [2.736, -0.762, 2.630], [-2.833, 4.962, -1.581], [-2.776, 2.258, -0.850], [-0.813, -0.152, 2.085], [-2.295, 1.765, 1.507], [-1.491, -0.042, -4.929], [-0.192, -2.021, -4.141]], "mulliken_spin": [2.86, 0.00, 0.00, 0.01, 0.01, 0.00, 0.00, 0.00, 0.00, 0.00, 0.00, 0.00, 0.03, 0.01, 0.02, 0.04, -0.08, 0.01, 0.00, -0.01, 0.00, 0.06, 0.03, 0.00, 0.00, 0.03, 0.01, 0.01, 0.01, 0.00, 0.00, 0.00, 0.00, -0.03, -0.02, 0.00, -0.02, 0.00, 0.04, 0.00, 0.00, 0.01, 0.01, -0.01, 0.00, 0.00, 0.00, 0.00, 0.00, 0.00, -0.01, 0.00, 0.00, -0.01, 0.00, 0.00, 0.00]}

Which value of charge does entry 2 give?
0

Copy entry 1 word for word.
{"formula": "C8H15N4O3", "method": "the ωB97M-V functional and the def2-TZVPD basis", "homo_energy_ev": -13.58, "lumo_ev": -4.076, "spin_multiplicity": 1, "charge": 1, "de_lowest_ev": 0.000, "fmax_ev_per_a": 5.734, "smiles": "CNC(=O)O/N=[N+]1/CC(OC)=NC1(C)C", "orbital_gap_ev": 9.51, "species": ["O", "O", "O", "N", "N", "N", "N", "C", "C", "C", "C", "C", "C", "C", "C", "H", "H", "H", "H", "H", "H", "H", "H", "H", "H", "H", "H", "H", "H", "H"], "positions_angstrom": [[-1.743, 0.409, 0.081], [3.819, 1.600, 0.141], [-3.255, 2.346, -0.198], [-3.976, 0.143, 0.066], [0.338, 0.963, 0.007], [2.403, -0.177, 0.005], [-0.828, 1.267, 0.004], [4.948, 0.808, 0.180], [0.488, -1.353, 1.011], [-5.463, 0.382, 0.227], [1.003, -0.430, -0.091], [2.608, 1.096, 0.024], [1.358, 1.916, -0.013], [-3.134, 1.187, -0.062], [0.581, -1.017, -1.444], [1.331, -1.908, 1.352], [1.298, -1.835, -1.702], [-5.609, 1.005, 1.091], [-3.673, -0.759, 0.106], [1.394, 2.676, 0.847], [-0.341, -2.142, 0.773], [-5.900, -0.617, 0.293], [0.213, -0.832, 1.938], [5.411, 0.374, -0.728], [-5.853, 0.961, -0.655], [-0.461, -1.447, -1.493], [4.758, -0.088, 0.949], [5.643, 1.491, 0.559], [1.299, 2.566, -1.009], [0.725, -0.157, -2.189]], "lowdin_charge": [0.05, -0.02, 0.21, 0.06, -0.02, 0.20, 0.10, -0.07, -0.02, 0.01, -0.50, -0.33, -0.01, -0.39, -0.01, 0.07, 0.11, 0.09, 0.10, 0.18, 0.13, 0.10, 0.09, 0.11, 0.11, 0.10, 0.15, 0.07, 0.20, 0.12]}